Record 1
Below is a 2-piece molecular cluster, C5H14 overall, with properties calculated with ωB97M-V/def2-TZVPD.

## Properties
ΔE to the lowest compared entry with this formula, charge and spin   59.75 kcal per mole
Energy   -198.79394 hartree
Charge   0
Kohn-Sham gap   11.37 eV
HOMO level   -10.3 eV
SMILES   CCC.CC
F_max   5.7 eV Å⁻¹

Geometry (Å):
C  -0.707  2.422  -1.097
C  -1.339  1.399  -0.184
H  -1.234  3.330  -1.266
H  0.332  2.613  -0.977
H  -0.749  1.720  -2.074
H  -0.676  0.747  0.483
H  -2.181  0.727  -0.587
H  -2.085  1.884  0.479
C  0.918  -1.855  0.529
C  1.181  -0.884  -0.714
C  0.070  -1.242  1.543
H  0.626  -2.861  0.330
H  2.057  -2.166  0.766
H  0.180  -0.862  -1.120
H  0.483  -0.233  1.900
H  1.948  -1.325  -1.435
H  1.586  0.186  -0.297
H  -0.973  -0.836  0.947
H  -0.058  -1.957  2.390

natural (NBO) population analysis, charges in e, atoms 1 to 6: C -0.62; C -0.64; H 0.21; H 0.21; H 0.20; H 0.22

---

Record 2
Below is a 2-piece molecular cluster, C7H9O5PS2 overall, with properties calculated with ωB97M-V/def2-TZVPD.

## Properties
Energy   -1786.03539 hartree
Charge   -2
Kohn-Sham gap (spin up / spin down)   5.71 / 5.69 eV
HOMO level (spin up / spin down)   -0.8 / -0.8 eV
F_max   4.2 eV Å⁻¹

Geometry (Å):
C  -1.953  0.738  -0.407
C  -2.044  1.911  -0.049
C  -0.724  6.466  1.031
C  -2.069  2.993  0.769
C  2.731  -3.228  -1.849
C  2.150  -3.055  -0.427
C  1.126  -2.007  -0.134
O  -0.656  6.902  -0.075
O  -1.841  -2.908  -0.103
O  -0.094  6.116  1.993
O  -1.849  -2.796  2.434
O  0.431  -2.263  1.024
P  -1.327  -2.288  1.146
S  -2.754  5.813  1.642
S  -3.338  4.133  0.839
H  -1.970  -0.069  -0.998
H  -1.114  3.375  1.198
H  2.023  -3.544  -2.597
H  3.246  -2.288  -2.376
H  3.531  -4.001  -1.943
H  2.985  -3.036  0.272
H  1.695  -4.066  -0.359
H  1.500  -0.930  0.023
H  0.314  -1.968  -1.053

natural (NBO) population analysis, charges in e, atoms 1 to 6: C -0.24; C -0.09; C 0.89; C -0.51; C -0.59; C -0.43

---

Record 3
Below is a 3-piece molecular cluster, C6H14O overall, with properties calculated with ωB97M-V/def2-TZVPD.

## Properties
ΔE to the lowest compared entry with this formula, charge and spin   154.75 kcal per mole
Energy   -312.00842 hartree
Charge   0
Kohn-Sham gap (spin up / spin down)   10.62 / 9.68 eV
HOMO level (spin up / spin down)   -9.6 / -9.7 eV
F_max   0.4 eV Å⁻¹

Geometry (Å):
C  2.020  2.467  1.098
C  2.019  1.292  0.473
C  1.089  0.158  0.791
C  0.259  -0.292  -0.416
C  -0.692  -1.437  -0.079
C  -1.536  -1.866  -1.265
O  -2.348  -2.952  -0.856
H  -3.603  3.877  4.072
H  2.716  3.258  0.835
H  1.325  2.675  1.911
H  0.682  1.835  -2.670
H  2.741  1.112  -0.327
H  1.674  -0.703  1.149
H  0.422  0.448  1.613
H  0.937  -0.598  -1.226
H  -0.306  0.574  -0.801
H  -0.123  -2.307  0.273
H  -1.363  -1.147  0.740
H  -2.151  -1.016  -1.607
H  -0.879  -2.153  -2.102
H  -2.883  -3.225  -1.607

natural (NBO) population analysis, charges in e, atoms 1 to 6: C -0.40; C -0.16; C -0.44; C -0.39; C -0.41; C -0.05

---

Record 4
Below is C11H20Cl2N2O2PRuSe as an isolated structure, with properties calculated with ωB97M-V/def2-TZVPD.

## Properties
ΔE to the lowest compared entry with this formula, charge and spin   28.47 kcal per mole
Energy   -4448.01642 hartree
Charge   +3
Kohn-Sham gap (spin up / spin down)   8.36 / 4.63 eV
HOMO level (spin up / spin down)   -19.5 / -19.3 eV
F_max   7.1 eV Å⁻¹
Multiplicity   5

Geometry (Å):
C  -0.169  -2.628  -3.231
C  -0.737  -1.458  -2.481
H  -0.935  -2.936  -3.944
H  0.035  -3.417  -2.501
H  0.785  -2.392  -3.734
O  -1.874  -1.048  -2.639
Cl  2.056  -2.698  -0.038
Ru  0.717  -1.127  -1.182
P  0.245  1.037  -2.082
C  -1.279  1.652  -1.315
C  1.377  2.456  -1.908
H  0.820  0.340  -4.349
H  0.207  2.015  -4.309
H  -0.939  0.631  -4.203
C  0.055  1.000  -3.920
H  2.399  2.116  -2.093
H  1.088  3.195  -2.666
H  -1.588  2.564  -1.839
H  -1.079  1.872  -0.260
H  1.297  2.886  -0.904
H  -2.069  0.896  -1.396
C  -0.539  -1.249  0.148
O  -1.329  -1.409  1.004
Cl  2.715  -0.503  -2.357
C  1.410  -1.676  2.945
N  0.515  -0.609  3.317
C  -0.453  -0.704  4.293
C  -1.029  0.521  4.390
N  -0.395  1.357  3.496
C  -0.733  2.755  3.320
C  0.542  0.654  2.785
Se  1.534  1.139  1.339
H  1.628  -1.598  1.867
H  0.897  -2.634  3.113
H  2.357  -1.629  3.508
H  -0.647  -1.630  4.805
H  -1.823  0.865  5.017
H  -1.756  2.837  2.917
H  -0.705  3.250  4.307
H  -0.006  3.213  2.636

natural (NBO) population analysis, charges in e, atoms 1 to 6: C -0.73; C 0.53; H 0.32; H 0.31; H 0.31; O -0.21

---

Record 5
Below is a 2-piece molecular cluster, C3H10NO overall, with properties calculated with ωB97M-V/def2-TZVPD.

## Properties
ΔE to the lowest compared entry with this formula, charge and spin   132.92 kcal per mole
Energy   -249.84198 hartree
Charge   +1
Kohn-Sham gap   6.91 eV
HOMO level   -16.2 eV
F_max   2.1 eV Å⁻¹

Geometry (Å):
O  2.049  -1.110  2.208
C  1.628  -0.965  0.925
C  0.032  -0.970  1.080
N  -0.742  -0.404  0.158
C  -1.731  2.025  -1.976
H  2.901  -1.578  2.250
H  1.978  -1.761  0.267
H  1.871  0.010  0.497
H  -0.266  -2.056  1.096
H  -0.228  -0.564  2.064
H  -0.463  -0.701  -0.796
H  -1.860  1.513  -2.910
H  -0.742  2.448  -1.824
H  -2.494  2.795  -1.872
H  -1.933  1.318  -1.165

natural (NBO) population analysis, charges in e, atoms 1 to 6: O -0.66; C 0.00; C -0.38; N 0.04; C -0.86; H 0.52

---

Record 6
Below is a 2-piece molecular cluster, C2H9N overall, with properties calculated with ωB97M-V/def2-TZVPD.

## Properties
ΔE to the lowest compared entry with this formula, charge and spin   15.81 kcal per mole
Energy   -136.31685 hartree
Charge   0
Kohn-Sham gap   9.89 eV
HOMO level   -8.9 eV
SMILES   CN.C
F_max   2.3 eV Å⁻¹

Geometry (Å):
C  -0.123  -2.309  -3.018
H  -0.452  -1.538  -2.324
H  -0.051  -3.293  -2.574
H  0.851  -2.103  -3.450
H  -0.895  -2.222  -3.788
C  -0.350  1.265  2.440
N  0.782  2.157  2.065
H  -0.520  1.271  3.511
H  -0.102  0.324  1.965
H  -1.222  1.759  2.015
H  1.583  1.742  1.625
H  0.502  2.946  1.532

natural (NBO) population analysis, charges in e, atoms 1 to 6: C -0.85; H 0.21; H 0.21; H 0.21; H 0.21; C -0.41

---

- Among the records above, which one has the lowest F_max?
  C6H14O

---

- Among the records above, which one has the highest charge?
  C11H20Cl2N2O2PRuSe